1.
Density functional theory data (ωB97M-V/def2-TZVPD) for 2 unconnected molecules or ions with the total composition C4H6N4.

Output
- Kohn-Sham gap: 6.5 eV
- Total charge: 0

Positions of all 14 atoms, in Å:
C  1.36  0.72  -2.05
C  -0.34  -0.03  -0.52
C  -0.74  0.11  1.75
C  -1.56  -0.74  -0.10
H  1.41  0.36  -3.09
H  2.40  0.28  -1.52
H  1.19  1.69  -1.57
H  1.56  -0.07  1.13
H  -0.87  -0.88  3.62
H  -2.23  -1.05  -0.99
N  0.22  -0.20  -1.67
N  -0.20  0.77  0.76
N  -0.41  -0.01  3.11
N  -1.77  -0.95  1.14

2.
Density functional theory data (ωB97M-V/def2-TZVPD) for a single C4H6N4 molecule.

Output
- Kohn-Sham gap: 9.7 eV
- Total charge: 0

Positions of all 14 atoms, in Å:
C  -0.15  1.29  -0.03
C  0.78  -1.09  0.47
C  -0.48  -1.78  -0.22
C  -1.53  -2.18  -0.85
H  0.51  2.78  -1.52
H  -1.14  2.86  -0.46
H  -1.19  -0.14  0.46
H  1.76  0.63  0.93
H  2.38  -1.34  1.71
H  -2.07  -2.97  -1.37
N  -0.04  2.62  -0.54
N  -1.31  0.82  0.06
N  0.93  0.36  0.17
N  1.55  -1.85  1.19

Verdict on stability: 1 comes out at the bottom.